1.
ORCA calculation (ωB97M-V/def2-TZVPD) on a cluster of 5 separate species, C24H66N4OP2SSi in total.

ORCA input file:
```
! RIJCOSX wB97M-V def2-TZVPD def2/J DEFGRID3
* xyz 0 1
O 3.75 1.40 -2.56
P 3.42 2.11 -3.82
Si 1.51 3.32 -3.61
P -0.18 1.93 -4.26
S -1.38 1.51 -2.78
H 4.42 2.95 -4.34
H 3.17 1.27 -4.93
H 1.26 3.61 -2.19
H 1.54 4.56 -4.42
H -0.77 2.48 -5.41
H 0.48 0.83 -4.81
C -0.64 -4.83 0.14
C 0.33 -3.77 -0.34
N 0.24 -3.52 -1.77
C 1.30 -2.66 -2.27
C 1.35 -1.21 -1.80
C -1.10 -3.20 -2.25
C -1.86 -2.07 -1.55
H -0.51 -5.77 -0.42
H -0.46 -5.04 1.19
H -1.67 -4.51 0.04
H 1.36 -4.08 -0.14
H 0.16 -2.86 0.26
H 1.24 -2.68 -3.37
H 2.25 -3.15 -2.02
H 0.56 -0.59 -2.24
H 2.30 -0.76 -2.09
H 1.27 -1.13 -0.71
H -1.71 -4.10 -2.22
H -0.99 -2.96 -3.32
H -1.86 -2.20 -0.46
H -2.90 -2.06 -1.88
H -1.44 -1.09 -1.77
C -3.63 7.70 -1.19
C -3.30 6.25 -0.87
N -1.95 6.07 -0.36
C -1.51 4.69 -0.36
C -2.23 3.70 0.56
C -1.62 6.86 0.81
C -2.50 6.70 2.06
H -2.88 8.13 -1.85
H -4.60 7.75 -1.68
H -3.69 8.31 -0.29
H -3.36 5.66 -1.79
H -4.07 5.84 -0.20
H -0.44 4.68 -0.12
H -1.59 4.32 -1.38
H -1.97 3.85 1.61
H -1.94 2.68 0.29
H -3.31 3.77 0.47
H -1.62 7.91 0.52
H -0.58 6.63 1.07
H -3.56 6.75 1.80
H -2.30 7.51 2.76
H -2.32 5.76 2.57
C 5.14 -1.33 -1.80
C 6.15 -1.52 -0.68
N 5.53 -1.58 0.63
C 6.47 -1.49 1.73
C 7.48 -2.63 1.91
C 4.46 -2.54 0.78
C 4.76 -4.01 0.46
H 4.50 -0.47 -1.60
H 5.64 -1.17 -2.75
H 4.50 -2.21 -1.91
H 6.84 -0.67 -0.67
H 6.77 -2.41 -0.91
H 5.89 -1.37 2.65
H 7.02 -0.55 1.60
H 7.01 -3.53 2.29
H 8.25 -2.33 2.63
H 7.98 -2.87 0.98
H 3.63 -2.22 0.14
H 4.09 -2.46 1.80
H 5.30 -4.12 -0.49
H 3.83 -4.57 0.37
H 5.36 -4.49 1.23
C -4.37 -1.79 5.13
C -4.64 -1.36 3.69
N -3.45 -1.33 2.88
C -3.61 -0.63 1.62
C -4.58 -1.23 0.58
C -2.69 -2.57 2.83
C -3.41 -3.84 2.37
H -3.58 -1.18 5.57
H -5.28 -1.67 5.73
H -4.07 -2.84 5.19
H -5.05 -0.34 3.70
H -5.44 -2.00 3.28
H -2.63 -0.53 1.16
H -3.95 0.38 1.85
H -4.18 -2.13 0.11
H -4.76 -0.50 -0.21
H -5.54 -1.48 1.03
H -2.27 -2.75 3.82
H -1.83 -2.39 2.17
H -4.37 -3.98 2.88
H -2.79 -4.71 2.59
H -3.60 -3.84 1.30
*
```

Computed properties:
SMILES string = O=[PH2][SiH2][PH2]=S.CCN(CC)CC.CCN(CC)CC.CCN(CC)CC.CCN(CC)CC
E = -71255.220 eV
Lowest unoccupied orbital energy = -0.0939 eV
Maximum force = 0.62 eV/A
HOMO energy = -7.778 eV
Kohn-Sham gap = 0.2824 Eh

Computed Löwdin charges, given in elementary charges: -0.505, 0.477, 0.416, 0.105, 0.096, -0.033, -0.033, -0.074, -0.094, -0.069, -0.075, -0.085, -0.268, -0.192, -0.242, -0.077, -0.233, -0.087, 0.081, 0.073, 0.047, 0.105, 0.102, 0.110, 0.098, 0.009, 0.040, 0.076, 0.104, 0.113, 0.046, 0.075, -0.005, -0.093, -0.277, -0.203, -0.264, -0.083, -0.248, -0.081, 0.078, 0.071, 0.063, 0.117, 0.103, 0.106, 0.072, 0.058, 0.052, 0.069, 0.100, 0.113, 0.065, 0.071, 0.054, -0.094, -0.265, -0.198, -0.253, -0.087, -0.240, -0.076, 0.040, 0.077, 0.054, 0.117, 0.102, 0.110, 0.108, 0.054, 0.068, 0.064, 0.087, 0.115, 0.067, 0.059, 0.054, -0.092, -0.277, -0.197, -0.246, -0.084, -0.240, -0.083, 0.079, 0.071, 0.063, 0.116, 0.103, 0.104, 0.108, 0.036, 0.074, 0.067, 0.103, 0.103, 0.066, 0.069, 0.048



2.
ORCA calculation (ωB97M-V/def2-TZVPD) on a cluster of 6 separate species, C24H66N6O6 in total.

ORCA input file:
```
! RIJCOSX wB97M-V def2-TZVPD def2/J DEFGRID3
* xyz 0 1
C -4.16 -5.22 -1.70
O -5.51 -4.60 -1.71
C -5.54 -3.39 -1.03
C -6.90 -2.73 -1.09
C -6.91 -1.53 -0.04
N -8.00 -3.71 -0.83
H -4.15 -5.85 -2.59
H -3.82 -5.84 -0.88
H -3.41 -4.47 -1.92
H -5.27 -3.62 0.00
H -4.78 -2.68 -1.36
H -7.11 -2.44 -2.12
H -6.46 -1.78 0.93
H -7.94 -1.23 0.14
H -6.38 -0.59 -0.21
H -8.08 -4.28 -1.66
H -7.64 -4.30 -0.08
C -1.54 -2.12 -1.62
O -0.56 -1.14 -1.62
C -0.74 -0.08 -0.62
C 0.60 -0.10 0.30
C 1.99 0.27 -0.45
N 0.85 -1.27 1.09
H -2.52 -1.64 -1.61
H -1.38 -2.64 -0.68
H -1.52 -2.91 -2.37
H -0.89 0.94 -0.97
H -1.49 -0.27 0.15
H 0.31 0.62 1.07
H 2.87 0.47 0.17
H 1.83 1.32 -0.70
H 2.17 -0.43 -1.26
H 0.00 -1.62 1.51
H 0.80 -1.99 0.38
C -0.78 -2.80 3.07
O -1.95 -2.01 2.64
C -2.50 -1.13 3.65
C -3.18 -1.75 4.88
C -4.66 -2.15 4.66
N -3.03 -0.93 6.08
H -0.09 -2.17 3.63
H -0.29 -3.32 2.24
H -1.26 -3.62 3.60
H -1.73 -0.46 4.05
H -3.13 -0.43 3.09
H -2.53 -2.62 5.01
H -4.56 -3.10 4.13
H -5.23 -1.53 3.96
H -5.24 -2.29 5.57
H -2.03 -0.87 6.21
H -3.25 -1.44 6.93
C -1.77 1.26 -3.88
O -1.40 2.53 -3.33
C -2.46 3.18 -2.62
C -2.07 4.55 -2.02
C -0.94 4.37 -1.06
N -3.20 5.33 -1.51
H -0.91 0.60 -3.74
H -1.94 1.39 -4.95
H -2.65 0.93 -3.32
H -3.27 3.26 -3.34
H -2.89 2.51 -1.87
H -1.77 5.01 -2.96
H -0.86 5.18 -0.33
H -0.03 4.16 -1.62
H -1.14 3.57 -0.35
H -3.98 4.88 -1.97
H -3.30 4.97 -0.57
C 6.22 0.61 1.19
O 6.24 1.60 2.20
C 5.85 2.93 1.83
C 5.73 3.84 3.10
C 4.84 3.20 4.26
N 5.14 5.14 2.84
H 5.34 0.72 0.56
H 6.34 -0.38 1.64
H 7.08 0.80 0.55
H 6.56 3.45 1.19
H 4.91 2.89 1.27
H 6.75 3.77 3.50
H 4.74 3.94 5.06
H 5.39 2.33 4.60
H 3.83 3.06 3.87
H 5.01 5.70 3.67
H 5.83 5.70 2.35
C 2.76 -1.10 -4.00
O 3.90 -1.17 -3.05
C 5.13 -0.90 -3.73
C 6.02 -0.17 -2.66
C 5.28 1.01 -2.01
N 7.24 0.45 -3.26
H 2.47 -0.07 -4.22
H 1.86 -1.69 -3.86
H 3.01 -1.33 -5.04
H 5.66 -1.80 -4.02
H 5.01 -0.18 -4.54
H 6.18 -0.85 -1.83
H 4.34 0.61 -1.64
H 5.04 1.63 -2.88
H 5.89 1.55 -1.29
H 7.73 -0.34 -3.66
H 7.90 0.85 -2.61
*
```

Computed properties:
Relative energy (zero: lowest compared OMol25 entry of this formula, charge and spin) = 5.533 eV
SMILES string = COC[C@H](C)N.COC[C@H](C)N.COC[C@H](C)N.COC[C@H](C)N.COC[C@H](C)N.COC[C@H](C)N
E = -47176.183 eV
Lowest unoccupied orbital energy = 0.4878 eV
Maximum force = 3.62 eV/A
HOMO energy = -9.204 eV
Kohn-Sham gap = 0.3562 Eh

Löwdin population analysis, charges in e, atoms 1 to 99: -0.048, -0.178, -0.281, -0.374, -0.052, 0.035, 0.083, 0.085, 0.060, 0.123, 0.111, 0.133, 0.057, 0.066, 0.062, 0.061, 0.063, -0.139, -0.212, -0.104, -0.374, -0.027, 0.039, 0.076, 0.079, 0.083, 0.098, 0.108, 0.120, 0.052, 0.066, 0.058, 0.000, 0.067, -0.083, -0.222, -0.182, -0.432, -0.042, 0.028, 0.098, 0.081, 0.081, 0.112, 0.123, 0.112, 0.071, 0.068, 0.071, 0.062, 0.069, -0.081, -0.204, -0.234, -0.455, -0.059, 0.055, 0.079, 0.087, 0.082, 0.117, 0.113, 0.135, 0.080, 0.087, 0.072, 0.058, 0.064, -0.096, -0.200, -0.187, -0.412, -0.050, 0.026, 0.051, 0.096, 0.079, 0.116, 0.119, 0.123, 0.060, 0.068, 0.074, 0.065, 0.065, -0.079, -0.203, -0.184, -0.410, -0.076, 0.035, 0.082, 0.079, 0.072, 0.121, 0.121, 0.126, 0.047, 0.087



3.
ORCA calculation (ωB97M-V/def2-TZVPD) on a cluster of 6 separate species, C24H66N6O6 in total.

ORCA input file:
```
! RIJCOSX wB97M-V def2-TZVPD def2/J DEFGRID3
* xyz 0 1
C 13.83 -29.13 28.73
O 12.79 -28.69 27.90
C 13.21 -28.46 26.57
C 12.02 -28.02 25.75
C 10.95 -29.09 25.62
N 12.48 -27.45 24.48
H 14.23 -30.11 28.43
H 13.45 -29.17 29.75
H 14.67 -28.42 28.74
H 14.01 -27.72 26.46
H 13.59 -29.41 26.15
H 11.59 -27.16 26.28
H 10.60 -29.38 26.61
H 11.34 -29.98 25.10
H 10.13 -28.74 24.99
H 11.74 -26.90 24.07
H 12.73 -28.18 23.82
C 6.24 -23.71 26.27
O 7.13 -23.82 25.19
C 7.17 -25.12 24.68
C 8.29 -25.18 23.67
C 8.48 -26.52 23.03
N 9.59 -24.79 24.30
H 6.40 -24.45 27.06
H 5.21 -23.90 25.91
H 6.19 -22.70 26.67
H 7.40 -25.86 25.46
H 6.22 -25.41 24.21
H 8.10 -24.42 22.91
H 9.28 -26.51 22.29
H 7.58 -26.87 22.50
H 8.71 -27.34 23.73
H 9.51 -23.85 24.65
H 9.76 -25.41 25.09
C 7.27 -29.52 20.53
O 6.68 -29.00 21.71
C 6.28 -29.99 22.65
C 5.22 -30.93 22.12
C 3.91 -30.21 21.90
N 5.03 -32.02 23.10
H 8.02 -28.80 20.18
H 6.52 -29.69 19.77
H 7.85 -30.43 20.72
H 7.18 -30.46 23.07
H 5.85 -29.41 23.48
H 5.60 -31.32 21.17
H 3.18 -30.89 21.46
H 4.05 -29.47 21.10
H 3.61 -29.72 22.82
H 5.90 -32.50 23.28
H 4.37 -32.68 22.72
C 11.45 -27.41 20.52
O 12.07 -26.65 21.51
C 12.01 -25.27 21.25
C 12.57 -24.47 22.39
C 12.11 -23.01 22.32
N 14.05 -24.45 22.36
H 11.49 -28.45 20.85
H 11.98 -27.34 19.56
H 10.41 -27.09 20.35
H 12.50 -25.02 20.30
H 10.95 -24.98 21.09
H 12.24 -24.90 23.34
H 11.12 -22.95 21.85
H 12.81 -22.36 21.80
H 11.91 -22.67 23.34
H 14.40 -25.39 22.16
H 14.33 -23.88 21.57
C 13.80 -22.41 28.40
O 12.53 -21.81 28.53
C 11.67 -22.14 27.45
C 10.40 -21.32 27.59
C 9.51 -21.48 26.38
N 10.67 -19.87 27.79
H 14.38 -22.09 29.27
H 14.32 -22.08 27.49
H 13.75 -23.50 28.40
H 12.17 -21.88 26.51
H 11.42 -23.21 27.48
H 9.87 -21.68 28.48
H 8.99 -22.44 26.32
H 10.05 -21.24 25.46
H 8.72 -20.73 26.41
H 10.88 -19.51 26.86
H 11.55 -19.79 28.29
C 5.76 -19.54 26.57
O 4.68 -19.91 27.39
C 3.56 -19.07 27.33
C 2.33 -19.86 27.74
C 1.06 -19.04 27.79
N 2.50 -20.59 29.01
H 6.34 -20.44 26.41
H 6.38 -18.80 27.10
H 5.50 -19.09 25.60
H 3.69 -18.16 27.93
H 3.38 -18.68 26.31
H 2.20 -20.65 26.99
H 1.07 -18.28 28.58
H 0.24 -19.72 28.04
H 0.74 -18.58 26.86
H 2.36 -19.96 29.79
H 3.48 -20.88 29.06
*
```

Computed properties:
Relative energy (zero: lowest compared OMol25 entry of this formula, charge and spin) = 0.882 eV
SMILES string = COC[C@H](C)N.COC[C@H](C)N.COC[C@H](C)N.COC[C@H](C)N.COC[C@H](C)N.COC[C@H](C)N
E = -47180.835 eV
Lowest unoccupied orbital energy = 0.6419 eV
Maximum force = 1.45 eV/A
HOMO energy = -9.003 eV
Kohn-Sham gap = 0.3544 Eh

Löwdin population analysis, charges in e, atoms 1 to 99: -0.125, -0.184, -0.228, -0.442, -0.052, 0.056, 0.088, 0.086, 0.088, 0.125, 0.130, 0.136, 0.076, 0.080, 0.052, 0.036, 0.073, -0.103, -0.194, -0.229, -0.415, -0.053, 0.075, 0.093, 0.093, 0.069, 0.134, 0.135, 0.145, 0.058, 0.072, 0.072, 0.046, 0.072, -0.107, -0.212, -0.213, -0.465, -0.054, 0.037, 0.079, 0.085, 0.094, 0.127, 0.131, 0.125, 0.078, 0.080, 0.085, 0.066, 0.068, -0.121, -0.202, -0.238, -0.423, -0.056, 0.036, 0.090, 0.091, 0.075, 0.134, 0.115, 0.102, 0.070, 0.071, 0.063, 0.064, 0.056, -0.113, -0.200, -0.216, -0.433, -0.066, 0.045, 0.087, 0.089, 0.087, 0.127, 0.131, 0.139, 0.058, 0.084, 0.067, 0.067, 0.060, -0.098, -0.193, -0.230, -0.451, -0.078, 0.040, 0.058, 0.094, 0.090, 0.134, 0.126, 0.137, 0.079, 0.081